Density functional theory data (ωB97M-V/def2-TZVPD) for a molecular structure, C51H49BCl3GeNO9PPbS2.

Cartesian coordinates (Å):
1 Pb 16.17427 13.54840 12.21496
2 C 15.19874 8.23180 12.54574
3 O 14.89102 9.54571 12.91252
4 C 14.43758 9.71295 14.24393
5 C 13.32953 10.74688 14.35096
6 O 13.81632 12.06433 14.04746
7 C 12.88727 13.08435 14.45291
8 H 15.99375 7.78278 13.19839
9 H 15.64759 8.27046 11.51536
10 H 14.30549 7.53855 12.51839
11 H 15.29040 10.09542 14.87936
12 H 14.06119 8.80040 14.67035
13 H 12.93342 10.74040 15.40615
14 H 12.57129 10.53611 13.60164
15 H 12.82473 13.14362 15.54814
16 H 11.90186 12.83647 14.07199
17 H 13.21680 14.04035 14.03670
18 O 15.68920 14.13847 10.05888
19 C 16.62025 14.45362 9.21254
20 C 18.00207 14.54773 9.39621
21 C 18.73104 14.81572 8.20961
22 C 20.09187 15.02318 8.23919
23 C 20.76209 15.00575 9.48088
24 C 20.11007 14.77376 10.66529
25 C 18.69553 14.61973 10.67630
26 O 18.16966 14.36642 11.83646
27 N 20.75314 15.40786 7.04474
28 O 21.88581 15.82513 7.18327
29 O 20.16950 15.31872 5.91508
30 H 16.34181 14.51599 8.14830
31 H 18.20246 14.59871 7.29968
32 H 21.81970 15.19306 9.47774
33 H 20.55355 14.80885 11.67036
34 Cl 23.79092 9.55800 11.34521
35 C 22.63877 9.88469 12.56034
36 C 21.27343 10.03772 12.20008
37 C 20.37182 10.57046 13.10095
38 Cl 18.68558 10.67457 12.74402
39 C 20.89599 11.03341 14.36317
40 O 20.12437 11.87615 15.07004
41 C 22.17985 10.63132 14.78254
42 Cl 22.65750 10.66747 16.47153
43 C 23.04578 10.00600 13.89675
44 H 20.92879 9.68226 11.21792
45 H 23.96315 9.58052 14.22776
46 Ge 20.49219 13.12976 16.34912
47 C 18.72321 13.27263 17.11638
48 C 17.70706 12.46416 16.50461
49 C 16.40987 12.93876 16.58452
50 C 16.05907 14.08157 17.29675
51 C 17.05076 14.82233 17.93210
52 C 18.39275 14.39266 17.82393
53 C 20.94216 14.85625 15.47700
54 C 19.96178 15.53841 14.74952
55 C 20.35201 16.63780 13.96014
56 C 21.63776 17.13399 14.06559
57 C 22.64005 16.45487 14.80000
58 C 22.29360 15.25267 15.42311
59 H 21.31381 12.68693 17.60345
60 H 17.95360 11.53865 15.99891
61 H 15.64824 12.43956 15.95489
62 H 15.02839 14.43648 17.34323
63 H 16.77228 15.80697 18.41534
64 H 19.15214 15.08650 18.13325
65 H 18.94381 15.16296 14.63170
66 H 19.58008 17.21930 13.38319
67 H 21.98957 18.03321 13.62993
68 H 23.71324 16.75518 14.77088
69 H 23.03643 14.63194 15.90845
70 C 9.34757 9.45115 8.13709
71 C 10.06613 8.53918 9.13343
72 C 9.25421 8.41045 10.37076
73 C 10.21595 7.19408 8.46492
74 C 11.43409 9.12894 9.47767
75 C 12.59424 8.37356 9.23937
76 C 13.88030 8.86061 9.57276
77 C 13.96432 10.10060 10.17637
78 O 15.06932 10.75734 10.60764
79 B 14.61674 11.93188 11.28543
80 O 13.18526 12.02405 11.17186
81 C 12.80527 10.88525 10.39992
82 C 11.55372 10.41530 10.07414
83 H 8.42793 9.02816 7.70202
84 H 10.05033 9.65523 7.26305
85 H 9.05493 10.45547 8.57143
86 H 8.44752 7.71962 10.14532
87 H 8.76826 9.37774 10.65176
88 H 9.96121 8.05895 11.14524
89 H 9.21402 6.73616 8.25393
90 H 10.80290 6.42776 8.99951
91 H 10.62844 7.28656 7.39244
92 H 12.48643 7.44864 8.66296
93 H 14.73266 8.25725 9.30800
94 H 10.69550 11.06416 10.29310
95 S 13.81383 18.89780 13.78832
96 P 14.65601 17.57086 12.60343
97 S 15.10401 15.73295 13.42668
98 C 13.46330 17.22982 11.24985
99 C 12.63552 16.10610 11.41307
100 C 11.70507 15.85846 10.40261
101 C 11.66903 16.59281 9.20594
102 C 12.38555 17.77954 9.11333
103 C 13.24861 18.12039 10.16558
104 C 16.00191 18.44308 11.81450
105 C 16.72961 19.49126 12.41800
106 C 17.69452 20.13348 11.67204
107 C 18.01917 19.70792 10.39286
108 C 17.42389 18.58559 9.82903
109 C 16.41573 17.90637 10.53486
110 H 12.75216 15.37322 12.21822
111 H 10.94377 15.06138 10.47533
112 H 11.17932 16.19734 8.34682
113 H 12.22992 18.45228 8.30063
114 H 13.81407 19.04947 10.18960
115 H 16.45497 19.82002 13.40118
116 H 18.23794 21.04238 12.01646
117 H 18.80155 20.20703 9.91636
118 H 17.79103 18.13738 8.87156
119 H 16.08393 16.92463 10.16201

## Properties
Total energy   -204564.8830 eV
Energy above the lowest of the compared OMol25 structures with the same formula, charge and spin   62.1 kcal per mole
Gap between HOMO and LUMO (alpha / beta)   0.183 / 0.183 Ha
Total charge   -1

Mulliken atomic charge list, values in e, 2 entries:
1 Pb 1.378
2 C -0.894